Record 1
The following is a DFT calculation (ωB97M-V/def2-TZVPD) of a molecular structure, C34H30N3O2PSe2Te2Zr.

Properties
Kohn-Sham gap = 0.22863 hartree

Each line ends with the Mulliken charge.
Positions of all 75 atoms, in Å:
Zr 1.030 -2.176 -0.271  0.33
O -2.616 -2.382 4.132  -0.66
C -3.357 -2.032 3.070  0.52
C -4.712 -1.784 3.289  -0.71
C -5.541 -1.441 2.242  -0.33
C -5.045 -1.340 0.942  -1.01
C -3.707 -1.576 0.718  -0.54
C -2.841 -1.911 1.765  0.06
C -1.429 -2.124 1.453  1.24
O -0.999 -1.900 0.258  -0.83
N -0.628 -2.555 2.421  -1.82
N 0.629 -2.725 1.945  1.07
C 1.537 -3.232 2.686  -0.70
C 2.826 -3.456 2.061  0.96
C 3.872 -4.070 2.737  -1.02
C 5.054 -4.327 2.072  -0.30
C 5.164 -3.964 0.739  -0.97
C 4.085 -3.352 0.127  -0.20
N 2.938 -3.096 0.763  0.69
H -1.704 -2.572 3.814  0.60
H -5.087 -1.876 4.299  0.45
H -6.591 -1.256 2.432  0.38
H -5.700 -1.082 0.122  0.42
H -3.295 -1.519 -0.280  0.73
H 1.345 -3.536 3.710  0.41
H 3.738 -4.347 3.774  0.47
H 5.879 -4.807 2.582  0.43
H 6.065 -4.149 0.173  0.44
H 4.131 -3.057 -0.913  0.42
C -0.367 2.783 2.069  -1.09
C -0.831 3.642 0.922  0.29
C -1.255 4.945 1.158  -0.79
C -1.681 5.765 0.124  -0.75
C -1.683 5.283 -1.175  -0.80
C -1.257 3.987 -1.429  -0.50
C -0.832 3.156 -0.396  0.70
P -0.270 1.424 -0.675  1.19
C -0.649 1.194 -2.458  1.13
C 0.327 1.163 -3.451  -1.26
C 0.008 0.842 -4.764  -0.75
C -1.304 0.549 -5.100  -0.76
C -2.287 0.587 -4.121  -0.76
C -1.983 0.905 -2.802  1.10
C -3.084 0.968 -1.780  -1.59
C 1.544 1.662 -0.591  0.78
C 2.170 2.724 -1.240  -0.15
C 3.544 2.885 -1.199  -0.86
C 4.306 1.978 -0.473  -0.86
C 3.694 0.946 0.214  -0.57
C 2.304 0.760 0.181  -0.29
C 1.713 -0.360 0.963  -0.71
H -0.579 3.263 3.023  0.50
H 0.709 2.601 2.008  0.23
H -0.864 1.810 2.054  0.12
H -1.254 5.321 2.175  0.40
H -2.010 6.774 0.334  0.38
H -2.011 5.915 -1.991  0.43
H -1.250 3.620 -2.448  0.39
H 1.356 1.368 -3.197  0.42
H 0.788 0.813 -5.513  0.43
H -1.563 0.291 -6.119  0.37
H -3.314 0.361 -4.383  0.42
H -3.984 0.470 -2.141  0.48
H -3.342 2.006 -1.553  0.32
H -2.779 0.508 -0.839  0.09
H 1.565 3.436 -1.792  0.54
H 4.015 3.709 -1.718  0.41
H 5.382 2.094 -0.422  0.40
H 4.294 0.264 0.808  0.41
H 0.786 -0.066 1.464  0.14
H 2.408 -0.680 1.742  0.90
Se 0.413 -4.856 -0.141  -0.26
Te 1.225 -5.134 -2.503  -0.21
Te 0.410 -2.645 -3.246  -0.01
Se 2.434 -1.384 -2.441  -0.48



Record 2
The following is a DFT calculation (ωB97M-V/def2-TZVPD) of a molecular structure, C34H31BrGeIN4O2Re.

Properties
Total charge = -1
2S+1 = 2
Kohn-Sham gap (alpha / beta) = 0.20440 / 0.19561 hartree

Each line ends with the Mulliken spin population.
Positions of all 75 atoms, in Å:
Re 0.486 -1.207 0.173  0.96
C 2.160 -3.252 -2.341  0.01
C 2.590 -2.338 -1.413  -0.05
C 2.071 -2.715 -0.102  0.01
C 1.355 -3.962 -0.333  0.02
C 1.389 -4.252 -1.672  -0.02
H 2.334 -3.200 -3.407  0.00
H 3.209 -1.474 -1.598  0.01
H 2.663 -2.599 0.806  0.03
H 0.848 -4.533 0.432  0.00
H 0.877 -5.075 -2.151  0.00
C 1.229 0.351 -0.082  -0.02
Ge 1.134 1.998 -1.029  -0.01
C 1.783 3.417 0.185  -0.01
C 1.097 4.615 0.355  0.00
C 1.557 5.587 1.234  0.00
C 2.717 5.372 1.963  0.00
C 3.412 4.180 1.809  0.00
C 2.944 3.213 0.930  0.00
C 2.334 1.894 -2.588  0.00
C 3.564 1.277 -2.347  0.01
C 4.476 1.054 -3.366  0.00
C 4.172 1.440 -4.663  0.00
C 2.958 2.057 -4.923  0.00
C 2.054 2.281 -3.894  0.00
C -0.758 2.399 -1.393  -0.01
C -1.351 2.672 -2.620  0.00
C -2.729 2.803 -2.741  0.00
C -3.543 2.665 -1.629  0.00
C -2.971 2.400 -0.393  0.00
C -1.598 2.268 -0.284  0.00
H 0.181 4.791 -0.199  0.00
H 1.007 6.514 1.350  0.00
H 3.079 6.129 2.648  0.00
H 4.318 4.002 2.376  0.00
H 3.483 2.276 0.834  0.00
H 3.800 0.934 -1.346  0.01
H 5.414 0.559 -3.149  0.00
H 4.873 1.253 -5.467  0.00
H 2.707 2.358 -5.933  0.00
H 1.123 2.775 -4.135  0.00
H -0.753 2.773 -3.515  0.00
H -3.165 2.997 -3.713  0.00
H -4.619 2.748 -1.725  0.00
H -3.596 2.270 0.482  0.00
H -1.169 2.035 0.686  0.01
Br -2.758 -2.961 4.601  0.00
C -3.633 -4.505 3.924  0.00
C -4.248 -5.344 4.844  0.00
C -4.918 -6.473 4.409  0.00
C -4.971 -6.758 3.051  0.00
C -4.351 -5.918 2.143  0.00
C -3.666 -4.777 2.560  0.00
I -2.732 -3.584 1.120  0.00
H -4.195 -5.104 5.897  0.00
H -5.395 -7.126 5.128  0.00
H -5.494 -7.637 2.697  0.00
H -4.389 -6.141 1.085  0.00
C -0.731 -1.453 -3.017  0.00
C -1.629 -2.074 -1.963  0.00
O -2.705 -2.553 -2.284  0.01
O -1.215 -2.080 -0.723  0.01
H -1.330 -0.783 -3.633  0.00
H -0.358 -2.257 -3.652  0.00
H 0.124 -0.924 -2.596  0.00
N -0.074 2.450 4.773  0.00
C -0.154 1.583 3.712  0.00
N 0.765 1.756 2.739  0.01
N -1.146 0.701 3.719  0.00
C -1.078 -0.107 2.680  -0.01
N -0.716 -0.707 1.754  0.02
H 0.223 3.387 4.552  0.00
H -0.875 2.400 5.382  0.00
H 1.640 2.180 3.002  0.00
H 0.864 1.056 1.987  0.00



- Which formula does entry 2 have?
  C34H31BrGeIN4O2Re